DFT (ωB97M-V/def2-TZVPD) results for a cluster of 21 separate species, H43O21 in total in a non-equilibrium geometry.

ΔE to the lowest compared entry with this formula, charge and spin	494.32	kJ/mol
E_tot	-43687.68558	eV
charge	+1
HOMO	-13.5	eV

Geometry as XYZ:
```
64
Properties=species:S:1:pos:R:3:mulliken_charge:R:1
O -0.3226 -3.7640 1.1949 -0.511
H 1.5499 1.2556 2.0613 0.437
H -0.6738 -3.8442 0.3137 0.138
O -0.6747 -2.2965 -1.1842 -0.202
H -0.2148 -2.2972 -0.2879 0.033
H -0.8716 -4.3671 1.7039 0.268
O 1.2453 0.8749 -1.5352 -0.540
H 1.6476 0.3262 -2.2166 0.234
H -0.4625 3.2289 -2.6812 0.288
O -4.3369 -2.7025 -1.6986 -0.621
H 0.6301 4.3077 -2.7326 0.264
H 1.1898 0.8245 -4.6453 0.254
O 2.1272 -0.7305 4.5258 -0.614
H 2.8681 -0.7950 3.9284 0.322
H 1.3381 -0.6518 3.9742 0.357
O 0.1422 3.7319 -2.1364 -0.558
H -4.7319 -2.0901 -1.0708 0.305
H 1.5557 3.2269 -0.7333 0.229
O -0.7721 -1.4353 -4.2010 -0.640
H -0.9952 -2.0426 -4.9110 0.294
H -0.7342 -1.9461 -3.3836 0.283
O -2.1053 0.8112 0.8179 -0.628
H -2.3965 0.9645 -0.1078 0.352
H -2.4934 -0.0651 0.9580 0.280
O 3.1334 -1.7639 -0.6222 -0.491
H 3.4352 -1.2717 -1.3762 0.267
H 3.7609 -2.1885 -0.0426 0.227
O 2.6365 -3.3480 1.4379 -0.506
H 2.5475 -3.8466 2.2670 0.252
H 3.4844 -3.7745 1.2503 0.275
O -2.9556 3.4208 0.6232 -0.622
H -2.1555 2.9853 0.9001 0.184
H -3.4929 3.4707 1.4158 0.318
O -3.4243 1.0545 3.3301 -0.508
H -3.4590 2.0026 3.4007 0.254
H -3.7133 0.5845 2.5684 0.272
O 1.3972 -3.4393 -2.6163 -0.600
H 1.8344 -3.0132 -1.8753 0.322
H 1.5305 -4.3852 -2.6881 0.281
O 1.4987 3.2043 0.2265 -0.627
H 0.7272 3.7354 0.4398 0.283
H 0.6232 -0.1952 -0.3189 0.514
O 2.9865 2.8461 -2.2847 -0.602
H 3.3668 2.9118 -1.3967 0.407
H 1.7522 -0.0358 1.2576 0.617
O -0.7948 -1.1092 3.8961 -0.551
H -3.4291 -2.4012 -1.8014 0.321
O -1.7814 2.0305 -1.6628 -0.605
H -2.4266 1.9483 -2.3666 0.234
H -1.8012 2.8106 -1.1035 0.370
O 0.2723 -0.4663 0.5304 -0.258
H -0.6560 -0.3823 0.7540 0.171
H -0.8580 -3.2380 -1.0933 0.337
O 0.5319 0.8795 -3.9502 -0.583
H 2.1931 2.3407 -2.0196 0.191
H -0.0955 0.1399 -4.0860 0.372
O -0.4604 1.6739 4.0921 -0.499
H -1.0447 2.3194 3.6836 0.228
H -0.2524 2.0690 4.9450 0.266
O 2.2078 0.9174 1.4130 -0.478
H 0.4029 1.1864 -1.8912 0.089
H 1.7935 1.1501 0.5233 0.390
H -1.3165 -1.1029 4.6976 0.269
H -0.5069 -0.2444 3.5902 0.191
```

DFT (ωB97M-V/def2-TZVPD) results for a structure of composition H43O21 in a non-equilibrium geometry.

ΔE to the lowest compared entry with this formula, charge and spin	232.05	kJ/mol
E_tot	-43675.86367	eV
charge	+2
HOMO (alpha / beta)	-16.0 / -16.0	eV
spin multiplicity	2

Geometry as XYZ:
```
64
Properties=species:S:1:pos:R:3:mulliken_spin:R:1
O -1.5918 0.3805 -1.9895 0.388
H -2.4782 3.6507 0.8924 0.000
H -1.8910 -0.4410 -1.5911 -0.021
O 3.0950 2.3283 1.5511 0.000
H 3.0908 2.7132 0.6794 0.000
H -2.3704 0.9696 -1.9155 0.002
O -1.5237 -1.7450 0.3974 0.005
H -2.0742 -2.4336 0.8093 0.000
H 4.0253 -3.9864 1.1070 0.000
O -3.0817 3.5514 -0.4742 0.001
H 2.6973 -4.5989 0.3493 0.000
H -3.6068 0.9087 2.9495 0.000
O 0.9282 0.6817 1.4925 -0.001
H 0.5266 1.7502 1.8027 0.000
H 0.0664 0.1513 1.5097 0.000
O 3.0801 -4.0179 0.9935 0.000
H -2.2144 3.6861 -0.9082 0.000
H 3.7865 -0.0291 3.6204 0.000
O 1.4394 0.8079 4.0918 0.000
H 1.2599 0.2905 2.3408 0.000
H 1.8748 1.5747 3.7450 0.000
O -2.6940 -3.1067 -2.4259 0.000
H -3.3386 -3.6558 -2.8647 0.000
H -3.0561 -2.3501 -1.9900 0.000
O 1.9729 2.2811 -1.9170 0.004
H 1.9167 1.3720 -1.6022 0.000
H 1.9277 2.2415 -2.8870 0.000
O 0.1761 2.7746 2.4204 0.000
H -3.0867 3.8756 2.3244 0.000
H -0.7295 3.1615 2.0605 0.000
O -0.2679 3.8463 -0.1155 0.001
H 0.3987 3.3924 -0.6507 0.000
H -0.0895 4.7482 -0.3942 0.000
O -0.9309 0.9515 -4.5547 0.658
H -1.3714 0.1099 -4.3383 -0.021
H 0.0115 0.7014 -4.4607 -0.018
O 2.6781 -1.8498 -4.0398 0.001
H 0.9365 3.3527 2.2655 0.000
H 2.5768 -2.0738 -3.1190 0.000
O 3.4734 -0.7663 3.0767 0.000
H 3.0194 -1.3897 3.6726 0.000
H 1.8077 -0.8744 0.0939 0.000
O 1.0573 -2.0415 2.2247 0.000
H 1.9794 -1.7966 2.0404 0.000
H 3.4776 1.4542 1.4926 0.000
O 1.3976 -4.0269 -1.5440 0.000
H -3.4377 2.6714 -0.5359 0.000
O -4.1134 1.1942 -2.0711 0.003
H -4.2297 0.1964 -1.9523 -0.002
H -4.6282 1.6380 -2.7663 0.000
O 2.4286 -0.6930 -0.6070 0.000
H 3.2404 -0.5036 -0.1465 0.000
H 2.0707 -2.4985 -4.4579 0.000
O -3.6339 1.0418 1.9917 0.000
H 0.8578 0.9192 4.8367 0.000
H -2.7886 0.8561 1.5649 0.000
O -1.4680 -5.3654 -0.6541 0.000
H -0.8979 -5.0446 -1.4564 0.000
H -2.3393 -5.0518 -0.9737 0.000
O -2.2661 4.0214 1.8471 0.000
H -1.1914 -1.2198 1.1219 0.000
H 0.8241 -2.8657 1.7909 0.000
H 1.6495 -3.2300 -1.0345 0.000
H 0.5095 -4.1512 -1.1534 0.000
```